a.
Entry from the Open Molecules 2025 dataset: a cluster of 15 separate species, H30O15 in total (wB97M-V/def2-TZVPD).

Computed properties:
E_LUMO   -0.121 eV
Orbital gap   9.073 eV
HOMO level   -9.194 eV

The geometry in ORCA input format:
```
! wB97M-V def2-TZVPD RIJCOSX def2/J DEFGRID3
* xyz 0 1
H -0.1964 -0.6690 -1.2063
H 0.0499 0.5435 -0.3330
H 1.1662 -2.1401 1.1942
H 1.3572 -1.2497 -0.0066
H 2.2876 2.7681 0.1459
H 1.9273 3.5521 -1.1340
H -2.3338 0.8078 -0.8339
H -1.3504 1.3094 0.0037
H -0.4565 -3.7597 1.7909
H 0.9047 -4.0586 2.2939
H -0.8044 1.4931 4.9593
H 0.0992 1.0551 3.9127
H 4.7086 0.9571 -2.5513
H 3.7619 1.4952 -1.4810
H 0.1553 -2.8897 -4.2184
H 1.2500 -2.6203 -5.2284
H 1.9804 -0.3706 3.3589
H 0.6696 -0.8345 3.7512
H -2.5614 4.1998 -1.6575
H -2.5211 4.3850 -0.0829
H 3.6636 -0.9430 0.6806
H 3.4146 -1.5847 -0.5509
H -2.9094 -0.2839 -2.7213
H -1.4073 -0.4699 -2.9138
H -1.9588 -3.3987 -0.4888
H -3.3647 -3.0296 -0.7033
H -5.0192 -2.0867 0.5100
H -4.6044 -0.7882 0.9560
H 1.1097 4.3886 2.3538
H 0.5371 4.1477 0.9469
O 0.0200 0.2075 -1.2425
O 0.7743 -1.8395 0.3768
O 1.7059 2.7486 -0.6270
O -1.9877 1.6263 -0.6524
O 0.3141 -4.2525 1.4897
O -0.1724 0.8538 4.8570
O 4.6739 1.1957 -1.5947
O 1.0227 -3.0477 -4.3746
O 1.0904 -0.0604 3.3005
O -2.0374 4.0131 -0.8270
O 2.9588 -1.3780 0.1975
O -2.1115 -0.0509 -2.3535
O -2.6052 -3.2344 -1.2031
O -4.2532 -1.4501 0.4564
O 1.0526 4.7429 1.4500
*
```

***

b.
Entry from the Open Molecules 2025 dataset: a cluster of 15 separate species, H30O15 in total (wB97M-V/def2-TZVPD).

Computed properties:
E_LUMO   -0.600 eV
Orbital gap   8.104 eV
HOMO level   -8.704 eV

The geometry in ORCA input format:
```
! wB97M-V def2-TZVPD RIJCOSX def2/J DEFGRID3
* xyz 0 1
H 1.1218 -0.4447 -0.6605
H -0.2313 0.2935 -0.3488
H -3.9595 -0.4719 1.4292
H -5.1651 -0.7424 2.3983
H 2.7815 -2.3140 -1.9609
H 1.6257 -1.5259 -2.4598
H -1.2956 2.7980 -1.0022
H -2.7175 2.9746 -1.4809
H -0.8440 1.2928 -4.2635
H -2.1880 1.9369 -4.0625
H 1.8053 -4.9562 1.0504
H 0.7922 -4.1511 0.2085
H -2.9971 3.2270 2.5235
H -1.9499 3.6072 1.4795
H -1.2251 -2.1988 -3.7997
H 0.2718 -1.8691 -4.1541
H 1.2118 -2.2759 1.5984
H 1.5664 -0.8337 1.5425
H -0.0442 -0.2306 3.2056
H -0.0507 0.9178 2.1189
H 1.1453 2.4391 -1.2529
H -0.1330 1.7730 -1.6931
H -1.6926 -0.2617 0.5275
H -1.9939 1.2608 0.7910
H 2.4719 -2.4890 2.6009
H 3.2255 -2.4948 1.2011
H 2.3072 1.7410 3.7802
H 1.0473 2.1633 2.8726
H 2.4362 0.9807 -1.2925
H 2.4991 0.8820 0.2783
O 0.1983 -0.2220 -1.0229
O -4.2752 -1.1069 2.0945
O 2.4362 -1.3498 -2.0065
O -1.9763 2.3688 -1.4504
O -1.2065 2.1681 -4.1091
O 1.5354 -4.0685 0.7505
O -2.8525 3.5880 1.6268
O -0.4921 -2.2752 -4.4587
O 0.8749 -1.4115 1.7313
O -0.1696 0.0122 2.2588
O 0.7386 1.4967 -1.3940
O -2.2027 0.5538 0.2748
O 2.8085 -3.0179 1.9456
O 1.7273 1.4322 3.0988
O 3.0343 0.8041 -0.5146
*
```

***

c.
Entry from the Open Molecules 2025 dataset: a cluster of 15 separate species, H30O15 in total (wB97M-V/def2-TZVPD).

Computed properties:
E_LUMO   -0.668 eV
Orbital gap   9.264 eV
HOMO level   -9.933 eV

The geometry in ORCA input format:
```
! wB97M-V def2-TZVPD RIJCOSX def2/J DEFGRID3
* xyz 0 1
O -10.7500 20.0490 -3.4760
H -10.1570 19.7560 -2.8360
H -10.8670 20.9430 -3.1540
O -8.1290 14.7320 -7.5870
H -8.9080 15.0760 -7.1700
H -8.0610 15.3470 -8.3300
O -10.7630 18.3990 -8.3570
H -10.8310 18.5190 -7.3660
H -10.7940 19.2960 -8.6300
O -13.6090 18.1570 -7.0780
H -13.5850 17.5800 -6.3180
H -13.2810 18.9710 -6.8750
O -10.7430 15.6590 -9.0470
H -10.8150 16.6030 -8.8340
H -10.2980 15.6430 -9.8560
O -10.8400 18.1030 -5.6320
H -10.5740 17.2250 -5.9340
H -11.0400 18.0050 -4.7040
O -9.8670 20.9760 -5.9510
H -9.8610 20.5320 -5.0840
H -10.0870 21.8760 -5.7810
O -13.2230 19.3690 -4.3180
H -13.0440 19.7630 -5.1930
H -12.3520 19.4980 -3.9610
O -12.5240 17.7370 -1.6390
H -11.9170 17.3550 -2.3140
H -12.1580 17.4700 -0.7940
O -12.5200 20.8160 -6.3300
H -11.5470 20.7250 -6.2990
H -12.7480 21.6670 -6.6960
O -10.5220 15.5800 -6.2890
H -11.0800 15.1960 -5.6370
H -10.8540 15.4320 -7.2110
O -13.7850 16.6990 -4.7910
H -13.4080 16.2460 -3.9770
H -13.7080 17.6600 -4.6200
O -10.8070 16.4980 -3.1920
H -9.9460 16.7850 -3.4750
H -10.5730 15.7720 -2.5930
O -8.1840 18.3740 -7.0100
H -8.8850 18.6980 -7.6670
H -8.1040 19.2220 -6.4990
O -8.3510 17.3100 -4.4080
H -8.4650 17.7880 -5.2260
H -7.7040 17.7960 -3.9100
*
```

***

d.
Entry from the Open Molecules 2025 dataset: a cluster of 15 separate species, H30O15 in total (wB97M-V/def2-TZVPD).

Computed properties:
E_LUMO   -0.811 eV
Orbital gap   9.983 eV
HOMO level   -10.794 eV

The geometry in ORCA input format:
```
! wB97M-V def2-TZVPD RIJCOSX def2/J DEFGRID3
* xyz 0 1
H 1.1726 -0.6180 0.7734
H -0.4514 -0.6822 0.7751
H -2.8629 -1.2638 0.4752
H -2.0758 -0.1686 0.0790
H -0.0038 4.3252 -0.4955
H 0.6037 3.0602 0.0352
H -0.2620 -3.0081 -1.9344
H -1.1452 -3.0894 -0.5363
H 0.2773 2.2682 2.8199
H -0.3401 1.0393 2.5956
H -4.4040 -0.9924 -0.9297
H -4.3562 0.2880 -0.3291
H -0.2746 -1.9839 2.2449
H -0.3078 -2.9614 1.2046
H 2.7468 -2.8314 -0.9878
H 1.7620 -3.7489 -0.2472
H -2.2995 -1.0510 -2.9144
H -1.0153 -1.9659 -3.4798
H 3.2481 -0.6209 -0.8220
H 4.5767 0.0813 -1.0165
H 3.7201 2.6095 -0.2506
H 4.8510 3.5365 -0.5432
H -3.3765 0.4746 2.1174
H -3.2629 0.6377 3.6193
H 2.3374 1.5836 -2.5530
H 1.3789 2.7345 -3.2169
H 3.0800 -0.8168 3.0141
H 3.9737 -1.7597 2.0970
H -3.3221 1.4323 -1.6709
H -2.8575 2.5434 -0.7433
O 0.3285 -0.1621 1.0952
O -2.9340 -0.4435 -0.0462
O 0.4153 3.9506 0.3427
O -0.3823 -3.4722 -1.0819
O -0.4305 1.7865 3.1499
O -4.8276 -0.1259 -0.9972
O -0.2272 -2.9656 2.1114
O 2.4630 -3.0037 -0.1286
O -1.6993 -1.7903 -2.7363
O 4.1218 -0.7853 -1.0173
O 3.9752 3.4364 -0.7805
O -3.2352 1.1287 2.8519
O 1.4128 2.0208 -2.5695
O 3.3916 -0.9842 2.0863
O -3.4825 2.3581 -1.4599
*
```

***

Relative energies, unit kJ/mol: a 506.8; b 880.1; c 0.0; d 382.7

***

a.
Entry from the Open Molecules 2025 dataset: a structure of composition H3NO4P (wB97M-V/def2-TZVPD).

Computed properties:
E_LUMO (alpha / beta)   3.145 / 3.147 eV
Orbital gap (alpha / beta)   8.147 / 8.148 eV
HOMO level (alpha / beta)   -5.001 / -5.001 eV

The geometry in ORCA input format:
```
! wB97M-V def2-TZVPD RIJCOSX def2/J DEFGRID3
* xyz -1 1
N -1.0958 0.7012 -0.1884
O 0.7202 0.0528 1.5523
O 1.5181 1.3255 -0.4878
O 0.0615 -2.1922 0.1187
O 0.5641 -0.8733 -0.9654
P 0.5717 0.3442 0.0719
H -1.2047 1.6837 0.1943
H -1.2536 0.4546 -1.1903
H 0.1185 -1.4965 0.8946
*
```

***

b.
Entry from the Open Molecules 2025 dataset: the ion H3NO4P with charge -1 (wB97M-V/def2-TZVPD).

Computed properties:
Structure (SMILES)   N[P@](=O)([O-])OO
E_LUMO   4.298 eV
Orbital gap   9.474 eV
HOMO level   -5.176 eV

The geometry in ORCA input format:
```
! wB97M-V def2-TZVPD RIJCOSX def2/J DEFGRID3
* xyz -1 1
N 0.2048 -0.9549 -0.0695
P -1.3740 -0.1868 0.0850
O -1.4918 0.2133 1.5436
O -2.3175 -1.0640 -0.6120
O -1.2045 1.1671 -0.8655
O -0.4213 2.1177 -0.2058
H 0.1332 -1.7753 -0.6469
H 0.1647 -1.1393 0.9498
H -0.1759 1.7901 0.7395
*
```

***

Relative energies, unit kJ/mol: a 95.0; b 0.0

***

a.
Entry from the Open Molecules 2025 dataset: a cluster of 2 separate species, C5H14S in total (wB97M-V/def2-TZVPD).

Computed properties:
Structure (SMILES)   CCC.CSC
E_LUMO   1.013 eV
Orbital gap   9.434 eV
HOMO level   -8.421 eV

The geometry in ORCA input format:
```
! wB97M-V def2-TZVPD RIJCOSX def2/J DEFGRID3
* xyz 0 1
C 0.7290 -2.7263 -0.7992
C 0.3646 -1.2314 -0.6303
C 0.9890 -0.4561 -1.7826
H 1.0145 -3.2166 0.1336
H -0.1212 -3.2971 -1.1696
H 1.5494 -2.9121 -1.4739
H -0.7192 -1.2114 -0.6911
H 0.7364 -0.8619 0.3182
H 0.9762 0.6275 -1.6718
H 0.6332 -0.6817 -2.7883
H 2.0396 -0.7535 -1.8547
C -1.3014 1.4817 2.6124
S -1.7100 1.0619 0.9103
C -0.5602 2.2373 0.1326
H -0.3036 1.1141 2.8736
H -1.2966 2.5624 2.7360
H -1.9595 0.9194 3.2687
H 0.4264 2.0204 0.5367
H -0.9577 3.2392 0.2815
H -0.5289 2.0842 -0.9421
*
```

***

b.
Entry from the Open Molecules 2025 dataset: a cluster of 2 separate species, C5H14S in total (wB97M-V/def2-TZVPD).

Computed properties:
Structure (SMILES)   CCSC.CC
E_LUMO   0.985 eV
Orbital gap   9.375 eV
HOMO level   -8.390 eV

The geometry in ORCA input format:
```
! wB97M-V def2-TZVPD RIJCOSX def2/J DEFGRID3
* xyz 0 1
C -2.0002 -0.6673 -1.0630
C -1.0499 -0.9446 0.0865
S -1.7114 -0.5593 1.7750
C -0.5694 -1.3776 2.9042
H -1.3538 -0.8166 -1.9579
H -2.2592 0.3833 -1.1829
H -2.7479 -1.4519 -1.1451
H -0.5664 -1.9098 0.1802
H -0.1625 -0.3246 -0.0439
H -1.1276 -1.7314 3.7576
H -0.0573 -2.2764 2.5590
H 0.2971 -0.7636 3.1804
C 1.1831 2.0638 -1.4461
C 2.1680 1.0422 -0.8570
H 1.2094 2.9964 -0.8371
H 1.4439 2.3954 -2.4468
H 0.1888 1.6580 -1.2426
H 3.1845 1.4379 -0.7443
H 2.1179 0.2201 -1.5689
H 1.8129 0.6260 0.0928
*
```

***

c.
Entry from the Open Molecules 2025 dataset: a cluster of 2 separate species, C5H14S in total (wB97M-V/def2-TZVPD).

Computed properties:
Structure (SMILES)   CCC.CSC
E_LUMO   1.026 eV
Orbital gap   9.564 eV
HOMO level   -8.538 eV

The geometry in ORCA input format:
```
! wB97M-V def2-TZVPD RIJCOSX def2/J DEFGRID3
* xyz 0 1
C -2.6319 0.8533 -1.6585
C -1.2387 0.2329 -1.9232
C -0.0735 1.1907 -1.6584
H -3.1610 0.3087 -0.8784
H -2.5479 1.8883 -1.3186
H -3.2358 0.8275 -2.5625
H -1.2186 -0.1224 -2.9514
H -1.1123 -0.6248 -1.2771
H 0.8366 0.6534 -1.3881
H -0.2709 1.8286 -0.7969
H 0.1652 1.8313 -2.5066
C 1.8094 0.0826 2.9598
S 0.6131 -0.5390 1.7840
C 1.3930 -2.0731 1.2548
H 1.5607 1.1369 3.1431
H 1.8121 -0.4389 3.9107
H 2.8018 0.1046 2.5234
H 0.6541 -2.5414 0.6006
H 1.5699 -2.7581 2.0737
H 2.2749 -1.8411 0.6696
*
```

***

Relative energies, unit kJ/mol: a 16.9; b 46.2; c 0.0

***

a.
Entry from the Open Molecules 2025 dataset: a structure of composition H2O4P2 (wB97M-V/def2-TZVPD).

Computed properties:
E_LUMO (alpha / beta)   7.206 / 7.206 eV
Orbital gap (alpha / beta)   7.191 / 7.192 eV
HOMO level (alpha / beta)   0.015 / 0.014 eV

The geometry in ORCA input format:
```
! wB97M-V def2-TZVPD RIJCOSX def2/J DEFGRID3
* xyz -2 1
O 0.6269 -2.0948 -0.9508
O -0.8716 1.9326 -2.0731
O -1.3363 -1.5834 0.5269
O 1.2740 1.8124 0.2300
P 0.0213 -1.2216 0.1298
P 0.0370 1.0907 -0.1668
H 0.9812 -0.9985 1.2761
H -0.7325 1.0625 1.0279
*
```

***

b.
Entry from the Open Molecules 2025 dataset: a cluster of 2 separate species, H2O4P2 in total (wB97M-V/def2-TZVPD).

Computed properties:
E_LUMO   7.403 eV
Orbital gap   7.247 eV
HOMO level   0.156 eV

The geometry in ORCA input format:
```
! wB97M-V def2-TZVPD RIJCOSX def2/J DEFGRID3
* xyz -2 1
O -0.3926 -1.8756 -1.2965
O -0.7528 1.6180 1.3209
O -0.7688 -1.7428 1.1993
O -0.9201 1.6448 -1.1405
P -0.0815 -1.1933 -0.0207
P -0.2244 1.0998 0.0454
H 2.1032 -0.8535 0.0935
H 1.0370 1.3028 -0.2015
*
```

***

Relative energies, unit kJ/mol: a 243.7; b 0.0